Formula: C10H17N3O4
Source: the OMol25 dataset
Level of theory: wB97M-V/def2-TZVPD

Atoms and positions in Å:
C (-2.497, 0.664, 0.070)
C (-1.156, 0.874, 0.794)
C (-3.389, -0.058, 1.022)
C (-3.608, -1.503, 0.288)
C (-2.503, -1.434, -0.837)
C (1.315, 1.272, 0.524)
C (1.693, 2.768, 0.138)
C (2.506, 0.575, -0.136)
C (2.160, -0.874, 0.490)
C (3.387, -1.827, 0.403)
H (-2.690, 0.535, -1.801)
H (-2.736, 1.645, -0.126)
H (-4.350, 0.492, 1.091)
H (-3.049, -0.189, 2.179)
H (-3.282, -2.458, 0.860)
H (-4.517, -1.473, -0.270)
H (-2.766, -2.185, -1.693)
H (-1.448, -1.563, -0.458)
H (-0.381, 1.053, -1.160)
H (1.302, 1.301, 1.657)
H (2.747, 0.716, -1.281)
H (3.533, 0.937, 0.438)
H (1.166, -1.246, -0.066)
H (1.519, -0.756, 1.575)
H (4.322, -2.723, -1.488)
H (2.825, -2.283, -1.562)
H (1.810, 3.845, -1.583)
N (-2.089, -0.034, -1.115)
N (-0.052, 0.841, -0.087)
N (3.687, -1.954, -1.163)
O (-0.895, 0.889, 2.152)
O (2.567, 3.527, 0.736)
O (3.873, -2.440, 1.508)
O (0.998, 3.066, -1.100)

The energy above the lowest of the compared OMol25 structures with the same formula, charge and spin is 916.11 kJ/mol. For the HOMO energy, the calculation gives -9.3190 eV.

Here are the Mulliken charges for atoms 1 to 6, given in e: atom 1 (C): 0.33, atom 2 (C): 0.12, atom 3 (C): -0.94, atom 4 (C): -0.51, atom 5 (C): -0.58, atom 6 (C): 0.12



Formula: C18H64O22V2
Source: the OMol25 dataset
Level of theory: wB97M-V/def2-TZVPD

Atoms and positions in Å:
O (-21.714, 1.809, 3.086)
V (-20.488, 2.934, 2.738)
O (-18.882, 2.791, 3.088)
O (-22.253, 5.426, -0.874)
V (-21.991, 4.484, 0.350)
O (-20.173, 3.642, 0.587)
O (-23.409, 3.559, 0.371)
C (-24.449, 3.747, -0.638)
C (-25.859, 3.595, -0.142)
O (-27.032, 3.340, 0.282)
H (-24.272, 3.117, -1.562)
H (-24.184, 4.832, -0.862)
H (-29.193, -2.878, 1.494)
H (-14.319, -6.554, 6.395)
O (-20.714, 4.639, 3.612)
C (-21.987, 5.060, 3.884)
C (-22.879, 4.807, 2.628)
O (-22.628, 5.738, 1.666)
H (-22.116, 6.131, 3.718)
H (-22.465, 4.791, 4.833)
H (-23.929, 4.577, 2.920)
H (-22.535, 3.859, 2.214)
C (-18.678, -0.117, 0.832)
O (-18.341, -1.441, 1.241)
H (-19.292, -0.099, -0.087)
H (-19.226, 0.411, 1.618)
H (-17.786, 0.434, 0.664)
H (-19.029, -2.109, 1.147)
C (-15.328, 3.020, 3.128)
O (-15.352, 4.298, 3.739)
H (-16.359, 2.717, 2.760)
H (-14.708, 2.990, 2.222)
H (-14.943, 2.206, 3.765)
H (-16.173, 4.710, 3.438)
C (-15.872, -1.397, 3.798)
O (-15.769, -2.005, 2.521)
H (-15.890, -0.300, 3.748)
H (-16.716, -1.843, 4.313)
H (-15.002, -1.725, 4.356)
H (-16.686, -1.989, 2.296)
C (-20.291, -3.676, 3.367)
O (-20.632, -3.054, 2.138)
H (-21.175, -4.159, 3.878)
H (-19.525, -4.443, 3.279)
H (-19.909, -2.904, 4.018)
H (-21.219, -2.293, 2.359)
C (-14.248, 1.355, 6.549)
O (-14.149, 0.550, 7.695)
H (-14.422, 0.754, 5.650)
H (-15.077, 2.099, 6.572)
H (-13.359, 1.976, 6.400)
H (-15.044, 0.451, 8.047)
C (-22.139, -0.414, 0.704)
O (-22.183, -0.810, 2.069)
H (-22.115, 0.672, 0.682)
H (-21.295, -0.810, 0.103)
H (-23.123, -0.537, 0.237)
H (-21.736, -0.094, 2.514)
C (-20.846, 1.982, 8.880)
O (-21.439, 0.747, 8.480)
H (-21.633, 2.630, 9.296)
H (-20.117, 1.863, 9.709)
H (-20.276, 2.555, 8.112)
H (-21.394, 0.701, 7.526)
C (-17.517, -0.104, 7.015)
O (-17.135, 0.225, 8.358)
H (-18.615, -0.212, 6.976)
H (-17.329, 0.710, 6.305)
H (-17.056, -0.988, 6.561)
H (-17.662, -0.357, 8.941)
C (-23.776, 0.724, 5.219)
O (-22.440, 0.390, 5.580)
H (-24.530, 0.681, 6.044)
H (-23.811, 1.696, 4.787)
H (-24.122, 0.040, 4.413)
H (-21.913, 1.140, 5.265)
C (-17.782, 4.026, 7.787)
O (-16.879, 4.992, 7.303)
H (-17.996, 4.194, 8.866)
H (-18.761, 4.113, 7.298)
H (-17.367, 3.001, 7.696)
H (-16.503, 4.707, 6.447)
C (-17.955, 5.868, 2.133)
O (-17.726, 5.259, 3.433)
H (-18.602, 5.298, 1.491)
H (-18.377, 6.887, 2.288)
H (-16.962, 6.052, 1.703)
H (-18.406, 4.551, 3.451)
C (-18.214, 7.623, 6.288)
O (-16.935, 7.719, 5.719)
H (-18.486, 8.624, 6.682)
H (-19.057, 7.319, 5.666)
H (-18.265, 6.907, 7.116)
H (-16.927, 7.033, 5.046)
C (-22.090, 5.380, 10.791)
O (-22.844, 6.503, 10.478)
H (-22.202, 5.175, 11.874)
H (-22.475, 4.501, 10.247)
H (-21.070, 5.522, 10.627)
H (-23.730, 6.273, 10.199)
C (-26.304, 3.789, 8.320)
O (-27.473, 3.075, 7.927)
H (-26.501, 4.441, 9.192)
H (-25.425, 3.122, 8.517)
H (-26.030, 4.454, 7.498)
H (-27.361, 2.214, 8.311)

The total charge is -2. For the HOMO energy, the calculation gives -1.0688 eV.

Here are the Mulliken charges for atoms 1 to 6, given in e: atom 1 (O): -0.37, atom 2 (V): 2.01, atom 3 (O): -0.97, atom 4 (O): -0.77, atom 5 (V): 0.86, atom 6 (O): -0.89



Formula: C23H31N3O3S
Source: the OMol25 dataset
Level of theory: wB97M-V/def2-TZVPD

Atoms and positions in Å:
C (7.013, -2.805, 0.354)
O (6.243, -3.143, -0.780)
C (5.102, -2.372, -0.936)
C (3.891, -2.823, -0.402)
C (3.829, -4.111, 0.364)
C (2.747, -2.064, -0.590)
C (2.787, -0.864, -1.293)
C (1.603, 0.001, -1.538)
O (1.734, 1.168, -1.834)
C (0.240, -0.660, -1.466)
C (0.095, -1.651, -2.632)
C (-1.307, -2.255, -2.626)
C (-2.350, -1.132, -2.661)
N (-2.213, -0.182, -1.577)
C (-2.684, -0.664, -0.289)
C (-2.845, 0.468, 0.664)
C (-2.203, 0.712, 1.831)
N (-2.547, 1.846, 2.493)
C (-3.444, 2.517, 1.850)
N (-3.899, 3.734, 2.226)
C (-5.136, 4.269, 1.701)
C (-6.295, 3.885, 2.630)
O (-6.055, 4.334, 3.945)
C (-4.859, 3.793, 4.465)
C (-3.655, 4.163, 3.591)
S (-3.970, 1.764, 0.338)
C (-0.882, 0.388, -1.549)
C (4.005, -0.438, -1.818)
C (5.165, -1.177, -1.658)
C (6.457, -0.705, -2.252)
H (7.354, -1.766, 0.313)
H (6.447, -2.955, 1.280)
H (7.875, -3.470, 0.344)
H (4.666, -4.750, 0.094)
H (2.899, -4.635, 0.155)
H (3.872, -3.917, 1.436)
H (1.825, -2.420, -0.155)
H (0.155, -1.202, -0.520)
H (0.853, -2.435, -2.562)
H (0.253, -1.114, -3.570)
H (-1.446, -2.860, -1.727)
H (-1.439, -2.905, -3.492)
H (-3.361, -1.548, -2.635)
H (-2.238, -0.570, -3.594)
H (-3.656, -1.139, -0.457)
H (-2.020, -1.410, 0.181)
H (-1.458, 0.074, 2.272)
H (-5.042, 5.359, 1.669)
H (-5.308, 3.892, 0.692)
H (-6.419, 2.791, 2.621)
H (-7.225, 4.357, 2.312)
H (-4.936, 2.696, 4.523)
H (-4.753, 4.203, 5.470)
H (-3.523, 5.249, 3.584)
H (-2.751, 3.676, 3.951)
H (-0.809, 1.074, -0.702)
H (-0.750, 0.973, -2.464)
H (4.028, 0.492, -2.367)
H (6.927, 0.033, -1.600)
H (7.141, -1.540, -2.383)
H (6.279, -0.232, -3.215)

The energy above the lowest of the compared OMol25 structures with the same formula, charge and spin is 215.75 kJ/mol. For the HOMO energy, the calculation gives -7.6508 eV.

Here are the Mulliken charges for atoms 1 to 6, given in e: atom 1 (C): -0.75, atom 2 (O): -0.66, atom 3 (C): 0.56, atom 4 (C): 0.39, atom 5 (C): -1.90, atom 6 (C): -0.21



Formula: C16H41BI2N2NbO6
Source: the OMol25 dataset
Level of theory: wB97M-V/def2-TZVPD

Atoms and positions in Å:
C (-4.740, -2.340, 2.873)
O (-5.343, -1.215, 3.474)
B (-5.064, 0.098, 3.066)
O (-6.206, 0.886, 3.095)
Nb (-2.969, 1.087, 2.447)
C (-3.757, 1.577, 0.348)
I (-5.372, 2.946, 0.154)
C (-3.283, 1.138, -0.807)
C (-3.722, 1.407, -2.224)
I (-1.575, -0.109, -0.692)
H (-5.414, -3.191, 3.037)
H (-4.584, -2.202, 1.797)
H (-3.763, -2.563, 3.320)
H (-6.965, 0.331, 3.338)
H (-2.583, -0.694, 2.237)
H (-1.209, 1.749, 2.490)
H (-3.787, 2.579, 3.148)
H (-2.784, 0.664, 4.207)
H (-3.750, 2.491, -2.401)
H (-4.734, 1.011, -2.383)
H (-3.046, 0.961, -2.954)
C (3.088, -4.892, -4.895)
O (1.684, -4.861, -4.805)
C (1.087, -5.976, -4.159)
C (0.597, -5.652, -2.766)
N (1.698, -5.445, -1.842)
C (1.335, -4.886, -0.545)
C (0.577, -3.567, -0.489)
O (1.336, -2.430, -0.845)
C (1.519, -2.221, -2.228)
H (3.379, -4.142, -5.629)
H (3.583, -4.651, -3.946)
H (3.445, -5.872, -5.230)
H (1.785, -6.820, -4.134)
H (0.225, -6.268, -4.764)
H (-0.004, -6.497, -2.414)
H (-0.073, -4.785, -2.844)
H (2.395, -4.855, -2.276)
H (2.261, -4.754, 0.020)
H (0.742, -5.634, -0.007)
H (0.291, -3.407, 0.553)
H (-0.357, -3.594, -1.066)
H (0.629, -2.505, -2.800)
H (2.385, -2.765, -2.623)
H (1.697, -1.156, -2.369)
C (2.705, 5.146, 4.030)
O (3.083, 5.705, 2.791)
C (4.038, 4.963, 2.050)
C (3.427, 4.223, 0.881)
N (2.610, 3.110, 1.320)
C (1.776, 2.486, 0.302)
C (0.792, 3.345, -0.483)
O (-0.309, 3.796, 0.265)
C (-0.103, 4.896, 1.115)
H (2.199, 5.929, 4.593)
H (2.015, 4.302, 3.925)
H (3.580, 4.810, 4.597)
H (4.572, 4.266, 2.705)
H (4.762, 5.684, 1.660)
H (4.244, 3.836, 0.260)
H (2.877, 4.959, 0.275)
H (2.020, 3.400, 2.089)
H (1.192, 1.708, 0.797)
H (2.433, 1.982, -0.420)
H (0.373, 2.695, -1.256)
H (1.276, 4.187, -1.001)
H (0.561, 5.642, 0.659)
H (0.303, 4.603, 2.088)
H (-1.079, 5.348, 1.290)

The total charge is -1. For the HOMO energy, the calculation gives -4.3035 eV.

Here are the Mulliken charges for atoms 1 to 6, given in e: atom 1 (C): -0.64, atom 2 (O): -0.38, atom 3 (B): 0.71, atom 4 (O): -0.43, atom 5 (Nb): -1.10, atom 6 (C): -0.13



Number 1: Kohn-Sham gap 9.42 eV, DFT total energy -856.2026 hartree. Number 2: Kohn-Sham gap 0.88 eV, DFT total energy -4266.8929 hartree. Number 3: Kohn-Sham gap 8.22 eV, DFT total energy -1683.1855 hartree. Number 4: Kohn-Sham gap 6.55 eV, DFT total energy -1872.1512 hartree.